No. 1
This record from the Open Molecules 2025 dataset describes a 2-piece molecular cluster, C6H8N overall in a non-equilibrium geometry. The level of theory is the ωB97M-V functional and the def2-TZVPD basis.

Geometry (Å):
C  -3.86  0.21  0.60
C  -3.39  -0.07  -0.49
C  1.36  -1.72  -0.69
C  2.42  -0.71  -0.66
C  0.37  1.47  0.92
C  0.13  0.20  0.62
N  1.08  -0.62  -0.07
H  -4.27  0.65  1.41
H  0.89  -2.56  -1.19
H  -3.01  -0.55  -1.30
H  3.27  -0.58  0.04
H  2.45  -0.34  -1.70
H  1.34  1.84  0.77
H  -0.43  2.04  1.31
H  -0.83  -0.38  0.74

Values from the calculation:
LUMO energy (eV): -5.69
Total charge: +1
ΔE to the lowest compared entry with this formula, charge and spin (eV): 7.133
Gap between HOMO and LUMO (eV): 8.02
E_tot (eV): -7828.5553

No. 2
This record from the Open Molecules 2025 dataset describes a 2-piece molecular cluster, C4H11NO2S overall in a non-equilibrium geometry. The level of theory is the ωB97M-V functional and the def2-TZVPD basis.

Geometry (Å):
N  0.07  -1.39  -2.49
C  -0.19  -0.20  -1.86
O  -1.34  0.21  -1.77
C  1.02  0.44  -1.24
C  1.18  0.01  0.22
C  0.02  0.52  1.12
S  0.30  1.91  2.25
H  -0.69  -1.92  -2.89
H  1.00  -1.76  -2.58
H  1.94  0.22  -1.80
H  1.03  1.52  -1.41
H  1.06  -1.07  0.29
H  2.09  0.43  0.62
H  -0.88  0.74  0.53
H  -0.36  -0.29  1.75
H  1.26  1.37  2.98
O  -1.26  -2.67  0.88
H  -1.43  -1.94  0.26
H  -1.39  -3.49  0.42

Values from the calculation:
Structure (SMILES): NC(=O)CCCS.O
LUMO energy (eV): 0.57
ΔE to the lowest compared entry with this formula, charge and spin (eV): 0.248
Gap between HOMO and LUMO (eV): 9.49
E_tot (eV): -20747.0556

No. 3
This record from the Open Molecules 2025 dataset describes C4H7NO as an isolated structure in a non-equilibrium geometry. The level of theory is the ωB97M-V functional and the def2-TZVPD basis.

Geometry (Å):
O  2.49  -0.57  -0.26
N  1.88  0.63  -0.08
C  0.62  0.51  -0.28
C  -0.09  -0.77  -0.38
C  -1.38  -0.05  0.11
C  -0.58  1.30  0.21
H  1.80  -1.36  0.24
H  -0.05  -1.47  -1.21
H  0.69  -1.56  0.44
H  -2.22  -0.02  -0.59
H  -1.73  -0.44  1.06
H  -0.94  2.08  -0.47
H  -0.48  1.72  1.22

Values from the calculation:
LUMO energy (eV): 0.60
ΔE to the lowest compared entry with this formula, charge and spin (eV): 5.184
Gap between HOMO and LUMO (eV): 9.81
E_tot (eV): -7794.4607

No. 4
This record from the Open Molecules 2025 dataset describes a 7-piece molecular cluster, C28H62N2O12PS6 overall. The level of theory is the ωB97M-V functional and the def2-TZVPD basis.

Geometry (Å):
C  7.16  -3.19  1.42
C  5.66  -3.52  1.52
C  5.06  -2.92  2.79
C  4.89  -1.40  2.74
N  3.73  -3.61  3.09
P  2.30  -3.28  1.94
N  1.65  -1.88  2.03
H  7.42  -2.85  0.41
H  7.45  -2.40  2.11
H  7.78  -4.07  1.64
H  5.15  -3.13  0.64
H  5.52  -4.61  1.53
H  5.69  -3.19  3.64
H  4.81  -1.05  1.70
H  4.00  -1.06  3.27
H  5.76  -0.92  3.19
H  3.89  -4.62  3.09
H  3.41  -3.35  4.03
H  2.97  -3.68  0.77
H  1.56  -4.38  2.39
H  1.98  -1.32  1.23
C  2.57  0.88  -3.20
C  3.87  1.65  -2.96
C  4.32  1.33  -1.53
S  3.67  -0.31  -1.18
O  2.68  -0.20  -0.12
O  4.73  -1.28  -0.98
C  2.82  -0.55  -2.73
H  2.27  0.90  -4.25
H  1.76  1.32  -2.62
H  4.64  1.34  -3.67
H  3.72  2.72  -3.07
H  5.40  1.30  -1.38
H  3.86  1.99  -0.80
H  1.92  -1.13  -2.53
H  3.49  -1.11  -3.39
C  -1.35  3.96  0.46
C  -2.28  4.22  -0.73
C  -1.42  4.72  -1.89
S  0.20  3.98  -1.65
O  1.21  4.97  -1.40
O  0.45  2.99  -2.69
C  -0.19  3.15  -0.10
H  -1.87  3.42  1.25
H  -0.99  4.91  0.87
H  -2.78  3.29  -1.00
H  -3.05  4.95  -0.49
H  -1.78  4.41  -2.86
H  -1.27  5.80  -1.88
H  0.71  3.14  0.51
H  -0.49  2.13  -0.35
C  -2.46  -1.41  3.32
C  -1.24  -0.49  3.25
C  -1.29  0.22  1.90
S  -3.03  0.32  1.46
O  -3.26  -0.47  0.27
O  -3.49  1.70  1.49
C  -3.65  -0.57  2.88
H  -2.63  -1.81  4.33
H  -2.34  -2.26  2.64
H  -1.29  0.24  4.06
H  -0.31  -1.04  3.35
H  -0.89  1.23  1.92
H  -0.80  -0.35  1.12
H  -4.52  -1.14  2.57
H  -3.93  0.16  3.63
C  2.33  8.48  -4.82
C  1.77  7.86  -6.10
C  0.44  7.20  -5.74
S  -0.22  8.14  -4.35
O  -0.25  7.28  -3.19
O  -1.40  8.86  -4.74
C  1.18  9.25  -4.18
H  3.18  9.14  -5.02
H  2.67  7.70  -4.13
H  1.61  8.64  -6.85
H  2.46  7.13  -6.53
H  -0.30  7.23  -6.54
H  0.57  6.18  -5.38
H  1.30  9.47  -3.13
H  0.94  10.16  -4.74
C  -0.31  -8.13  -0.63
C  0.26  -7.06  -1.57
C  0.85  -5.95  -0.68
S  1.34  -6.76  0.85
O  0.53  -6.24  1.93
O  2.78  -6.71  1.01
C  0.76  -8.39  0.42
H  -0.55  -9.05  -1.17
H  -1.22  -7.77  -0.15
H  1.06  -7.49  -2.18
H  -0.49  -6.66  -2.24
H  1.73  -5.48  -1.11
H  0.10  -5.20  -0.42
H  0.41  -8.87  1.33
H  1.62  -8.94  0.02
C  -9.37  -1.57  2.25
C  -8.45  -0.45  1.75
C  -7.70  0.11  2.96
S  -7.58  -1.25  4.13
O  -8.33  -0.93  5.32
O  -6.20  -1.68  4.26
C  -8.51  -2.44  3.16
H  -9.79  -2.15  1.43
H  -10.20  -1.15  2.82
H  -7.74  -0.85  1.02
H  -9.01  0.34  1.24
H  -6.70  0.46  2.73
H  -8.26  0.89  3.47
H  -9.06  -3.07  3.85
H  -7.79  -3.03  2.60

Values from the calculation:
LUMO energy (eV): -2.28
Total charge: +1
Gap between HOMO and LUMO (eV): 9.33
E_tot (eV): -131884.5754

No. 5
This record from the Open Molecules 2025 dataset describes a 2-piece molecular cluster, C3H6N4 overall in a non-equilibrium geometry. The level of theory is the ωB97M-V functional and the def2-TZVPD basis.

Geometry (Å):
C  0.46  -0.04  0.47
C  -0.49  -0.07  1.41
C  -0.30  -0.09  -0.87
H  2.41  0.55  -0.28
H  1.80  0.17  1.92
H  -0.63  0.41  2.39
H  -2.56  0.10  1.17
H  -0.44  -0.14  -2.72
H  1.13  -0.58  -2.22
N  1.74  0.01  0.79
N  -1.77  -0.11  0.69
N  -1.62  -0.37  -0.72
N  0.27  0.16  -2.05

Values from the calculation:
LUMO energy (eV): 0.36
ΔE to the lowest compared entry with this formula, charge and spin (eV): 4.843
Gap between HOMO and LUMO (eV): 7.58
E_tot (eV): -9164.0136

No. 6
This record from the Open Molecules 2025 dataset describes C35H33ClGaN2O3P as an isolated structure. The level of theory is the ωB97M-V functional and the def2-TZVPD basis.

Geometry (Å):
Ga  1.47  1.89  -0.89
N  2.35  4.85  -3.49
C  2.09  4.09  -2.44
O  2.31  2.85  -2.49
C  1.53  4.72  -1.19
C  1.28  3.68  -0.10
H  2.77  4.45  -4.31
H  2.22  5.85  -3.45
H  0.62  5.25  -1.47
H  2.24  5.48  -0.87
H  0.29  3.79  0.36
H  2.01  3.77  0.70
Cl  3.11  0.16  -1.99
C  2.59  -1.33  -1.20
C  2.70  -2.51  -1.90
C  2.33  -3.69  -1.26
C  1.86  -3.67  0.04
C  1.75  -2.46  0.72
C  2.10  -1.26  0.10
P  1.98  0.34  0.93
C  0.73  0.19  2.21
C  1.04  -0.28  3.48
C  0.03  -0.41  4.43
C  -1.28  -0.05  4.10
C  -1.58  0.44  2.84
C  -0.57  0.57  1.89
C  3.57  0.67  1.71
C  3.64  1.74  2.61
C  4.86  2.08  3.18
C  6.01  1.37  2.84
C  5.93  0.31  1.94
C  4.72  -0.04  1.37
H  3.09  -2.52  -2.91
H  2.43  -4.63  -1.79
H  1.58  -4.59  0.54
H  1.38  -2.44  1.74
H  2.06  -0.55  3.74
H  0.26  -0.77  5.42
H  -2.06  -0.14  4.85
H  -2.60  0.73  2.60
H  -0.80  0.98  0.91
H  2.75  2.29  2.88
H  4.91  2.89  3.89
H  6.96  1.63  3.29
H  6.83  -0.24  1.68
H  4.67  -0.88  0.68
C  -7.09  -1.85  -0.42
O  -5.68  -1.69  -0.62
C  -4.85  -2.17  0.34
C  -5.23  -2.79  1.52
C  -4.26  -3.24  2.40
C  -2.91  -3.09  2.11
C  -2.53  -2.48  0.93
C  -3.50  -2.01  0.06
N  -3.19  -1.35  -1.17
C  -2.10  -0.71  -1.44
C  -1.78  -0.09  -2.68
C  -2.54  -0.28  -3.85
C  -2.18  0.32  -5.03
C  -1.03  1.13  -5.05
C  -0.27  1.34  -3.93
C  -0.63  0.74  -2.71
O  0.05  0.95  -1.61
H  -7.41  -1.34  0.49
H  -7.36  -2.90  -0.37
H  -7.57  -1.39  -1.28
H  -6.28  -2.93  1.75
H  -4.57  -3.72  3.32
H  -2.16  -3.46  2.80
H  -1.48  -2.40  0.67
H  -3.95  -1.36  -1.85
H  -1.38  -0.63  -0.64
H  -3.41  -0.93  -3.84
H  -2.76  0.16  -5.93
H  -0.74  1.60  -5.98
H  0.61  1.96  -3.96

Values from the calculation:
LUMO energy (eV): -5.84
Total charge: +2
ΔE to the lowest compared entry with this formula, charge and spin (eV): 0.000
Gap between HOMO and LUMO (eV): 7.39
E_tot (eV): -120129.9811